[1]
Formula: C4H12
Source: the OMol25 dataset
Level of theory: wB97M-V/def2-TZVPD

## Properties
**M**: 60.14 g/mol
**SMILES**: CC.CC
**F_max**: 3.20 eV Å⁻¹
**Gap between HOMO and LUMO**: 0.46759 Eh

Geometry (Å):
C (1.686, -0.552, 0.388)
C (1.076, -1.836, -0.125)
H (1.348, -0.389, 1.420)
H (1.504, -2.249, -1.040)
H (1.130, -2.644, 0.609)
H (0.032, -1.675, -0.407)
C (-1.449, 0.821, 0.594)
H (-0.881, 2.594, -0.642)
H (-1.132, -0.190, 0.443)
H (1.281, 0.270, -0.197)
H (-2.494, 0.947, 0.821)
H (2.765, -0.612, 0.490)
H (-0.651, 0.942, -1.411)
H (-2.220, 1.646, -1.349)
H (-0.713, 1.328, 1.210)
C (-1.280, 1.600, -0.805)

Here are the Mulliken charges for atoms 1 to 5, given in e:
1 C -0.663
2 C -0.846
3 H 0.226
4 H 0.314
5 H 0.260

---

[2]
Formula: C4H12
Source: the OMol25 dataset
Level of theory: wB97M-V/def2-TZVPD

## Properties
**M**: 60.14 g/mol
**SMILES**: CC.CC
**F_max**: 3.01 eV Å⁻¹
**Gap between HOMO and LUMO**: 0.45711 Eh

Geometry (Å):
H (-1.382, 1.023, 1.952)
C (0.723, -1.748, -0.514)
H (0.240, -1.228, -1.388)
H (2.399, -0.865, -1.498)
H (-1.547, 3.271, 0.829)
H (2.609, -2.538, -0.973)
H (-1.711, 2.402, -0.665)
H (-2.671, 0.882, 1.022)
C (-1.610, 1.026, 0.874)
H (0.329, -2.769, -0.711)
C (-1.279, 2.368, 0.322)
H (-1.218, 0.100, 0.409)
H (-0.181, 2.410, 0.361)
C (2.231, -1.633, -0.626)
H (0.186, -1.310, 0.314)
H (2.882, -1.393, 0.293)

Here are the Mulliken charges for atoms 1 to 5, given in e:
1 H 0.299
2 C -0.696
3 H 0.271
4 H 0.190
5 H 0.339

---

Number 1: HOMO energy -11.55 eV. Number 2: HOMO energy -11.31 eV.